Record 1
Molecular formula: C25H85O30P5
Method: DFT, wB97M-V/def2-TZVPD

Each atom is followed by the atoms it is bonded to, with distances in Å.
Geometry (Å):
1 C -4.8704 -1.2825 -2.5801  O2 1.367, H3 1.090, H4 1.090, H5 1.090
2 O -5.9603 -1.0060 -3.3569  C1 1.367, H6 0.960
3 H -4.8088 -0.6490 -1.6952  C1 1.090
4 H -4.9191 -2.3333 -2.2945  C1 1.090
5 H -3.8993 -1.1247 -3.0494  C1 1.090
6 H -6.6944 -0.8498 -2.7584  O2 0.960
7 C 3.9433 2.2252 4.3854  O8 1.425, H9 1.090, H10 1.090, H11 1.090
8 O 2.7347 2.9664 4.2407  C7 1.425, H12 0.960
9 H 4.2724 1.8850 3.4035  C7 1.090
10 H 4.7101 2.7682 4.9378  C7 1.090
11 H 3.7098 1.2988 4.9102  C7 1.090
12 H 2.8640 3.7855 3.7570  O8 0.960
13 C 2.0941 -4.3528 1.0107  O14 1.394, H15 1.090, H16 1.090, H17 1.090
14 O 1.0107 -3.6665 1.5582  C13 1.394, H18 0.960
15 H 1.8397 -4.8917 0.0980  C13 1.090
16 H 2.9765 -3.7519 0.7909  C13 1.090
17 H 2.3711 -5.1664 1.6811  C13 1.090
18 H 0.2049 -3.6892 1.0368  O14 0.960
19 C 2.4191 0.1989 -3.6255  O20 1.436, H21 1.090, H22 1.090, H23 1.090
20 O 2.0064 0.6720 -4.9170  C19 1.436, H24 0.960
21 H 2.1760 0.8561 -2.7906  C19 1.090
22 H 1.8054 -0.6492 -3.3219  C19 1.090
23 H 3.4652 -0.1072 -3.6328  C19 1.090
24 H 2.8070 0.9549 -5.3647  O20 0.960
25 C -3.9927 4.5089 1.7329  O26 1.435, H27 1.090, H28 1.090, H29 1.090
26 O -4.9140 3.4448 2.0107  C25 1.435, H30 0.960
27 H -4.4057 5.3143 1.1255  C25 1.090
28 H -3.5281 4.9281 2.6253  C25 1.090
29 H -3.1083 4.0619 1.2789  C25 1.090
30 H -4.5784 2.7758 2.6119  O26 0.960
31 C 4.2501 2.8208 0.3955  O32 1.417, H33 1.090, H34 1.090, H35 1.090
32 O 3.3813 2.6458 -0.7105  C31 1.417, H36 0.960
33 H 4.7231 1.9070 0.7553  C31 1.090
34 H 5.0254 3.5855 0.3484  C31 1.090
35 H 3.6262 3.1953 1.2070  C31 1.090
36 H 2.7416 1.9464 -0.5578  O32 0.960
37 C -2.4992 1.9027 3.8149  O38 1.361, H39 1.090, H40 1.090, H41 1.090
38 O -3.8523 1.7911 3.9080  C37 1.361, H42 0.960
39 H -2.1447 2.5906 4.5825  C37 1.090
40 H -2.0126 0.9741 4.1133  C37 1.090
41 H -2.2099 2.3601 2.8688  C37 1.090
42 H -4.0199 1.3928 4.7652  O38 0.960
43 C 0.5132 -3.4483 6.3092  O44 1.405, H45 1.090, H46 1.090, H47 1.090
44 O 1.3250 -2.3123 6.4620  C43 1.405, H48 0.960
45 H -0.2526 -3.5353 7.0799  C43 1.090
46 H -0.1064 -3.4205 5.4128  C43 1.090
47 H 1.1575 -4.3275 6.3093  C43 1.090
48 H 0.7855 -1.5254 6.3557  O44 0.960
49 C 4.7581 -1.0778 1.1803  O50 1.448, H51 1.090, H52 1.090, H53 1.090
50 O 5.7158 -0.2844 1.9222  C49 1.448, H54 0.960
51 H 3.9778 -1.4948 1.8169  C49 1.090
52 H 4.4328 -0.3876 0.4018  C49 1.090
53 H 5.2399 -1.9012 0.6531  C49 1.090
54 H 5.9418 -0.8247 2.6829  O50 0.960
55 C -2.5322 -3.0928 -4.0958  O56 1.446, H57 1.090, H58 1.090, H59 1.090
56 O -1.4966 -2.2440 -3.5498  C55 1.446, H60 0.960
57 H -2.8900 -3.6988 -3.2635  C55 1.090
58 H -3.3239 -2.4439 -4.4703  C55 1.090
59 H -2.1737 -3.6910 -4.9335  C55 1.090
60 H -1.2332 -1.5774 -4.1883  O56 0.960
61 C -1.0694 -6.6180 -4.6007  O62 1.446, H69 1.090, H70 1.090, H71 1.090
62 O 0.0377 -5.7646 -4.9706  C61 1.446, P63 1.614
63 P 1.4955 -6.1390 -4.3872  O62 1.614, O64 1.489, O65 1.639, O67 1.623
64 O 1.7623 -7.6027 -4.4457  P63 1.489
65 O 1.5578 -5.3309 -2.9624  P63 1.639, C66 1.465
66 C 1.1704 -3.9190 -2.9020  O65 1.465, H72 1.090, H73 1.090, H74 1.090
67 O 2.4568 -5.2845 -5.3772  P63 1.623, C68 1.381
68 C 3.7615 -5.6766 -5.6012  O67 1.381, H75 1.090, H76 1.090, H77 1.090
69 H -2.0143 -6.0918 -4.4651  C61 1.090
70 H -0.8116 -7.2244 -3.7324  C61 1.090
71 H -1.2227 -7.4165 -5.3267  C61 1.090
72 H 0.2428 -3.8882 -2.3304  C66 1.090
73 H 1.0724 -3.4309 -3.8716  C66 1.090
74 H 1.9167 -3.3316 -2.3672  C66 1.090
75 H 4.4762 -4.8537 -5.6150  C68 1.090
76 H 3.9452 -6.1378 -6.5716  C68 1.090
77 H 4.0728 -6.4296 -4.8772  C68 1.090
78 C 1.0632 -0.3760 2.9299  O79 1.413, H86 1.090, H87 1.090, H88 1.090
79 O 0.2690 0.6795 2.4270  C78 1.413, P80 1.590
80 P 0.2875 0.9474 0.8600  O79 1.590, O81 1.470, O82 1.658, O84 1.635
81 O 1.5851 0.7548 0.1962  P80 1.470
82 O -0.9122 -0.1133 0.4305  P80 1.658, C83 1.450
83 C -0.9778 -0.6630 -0.9094  O82 1.450, H89 1.090, H90 1.090, H91 1.090
84 O -0.3947 2.4277 0.7255  P80 1.635, C85 1.433
85 C 0.1703 3.6331 1.2551  O84 1.433, H92 1.090, H93 1.090, H94 1.090
86 H 0.4227 -1.0315 3.5200  C78 1.090
87 H 1.9688 -0.0677 3.4523  C78 1.090
88 H 1.5150 -1.0343 2.1878  C78 1.090
89 H -1.9784 -0.6591 -1.3417  C83 1.090
90 H -0.6873 -1.7135 -0.8950  C83 1.090
91 H -0.2732 -0.1527 -1.5661  C83 1.090
92 H 1.0293 3.3862 1.8790  C85 1.090
93 H -0.5197 3.9960 2.0170  C85 1.090
94 H 0.3379 4.4025 0.5014  C85 1.090
95 C -3.6218 -6.3773 -1.8075  O96 1.452, H103 1.090, H104 1.090, H105 1.090
96 O -2.3659 -5.6783 -1.6014  C95 1.452, P97 1.664
97 P -2.2868 -4.7082 -0.2524  O96 1.664, O98 1.482, O99 1.636, O101 1.637
98 O -0.8993 -4.2124 -0.0959  P97 1.482
99 O -2.8070 -5.6891 0.9496  P97 1.636, C100 1.408
100 C -2.8952 -5.2747 2.2920  O99 1.408, H106 1.090, H107 1.090, H108 1.090
101 O -3.5060 -3.6271 -0.4131  P97 1.637, C102 1.395
102 C -3.5662 -2.5242 0.4388  O101 1.395, H109 1.090, H110 1.090, H111 1.090
103 H -3.9181 -6.2780 -2.8517  C95 1.090
104 H -4.3662 -6.0892 -1.0652  C95 1.090
105 H -3.4106 -7.4300 -1.6196  C95 1.090
106 H -2.3806 -6.0463 2.8648  C100 1.090
107 H -3.9502 -5.3001 2.5649  C100 1.090
108 H -2.4822 -4.2868 2.4960  C100 1.090
109 H -4.5588 -2.6312 0.8762  C102 1.090
110 H -3.5778 -1.6439 -0.2039  C102 1.090
111 H -2.9438 -2.4613 1.3314  C102 1.090
112 C -3.6432 1.6754 -0.3454  O113 1.392, H120 1.090, H121 1.090, H122 1.090
113 O -3.6623 1.6468 -1.7372  C112 1.392, P114 1.588
114 P -2.8027 2.7543 -2.4829  O113 1.588, O115 1.479, O116 1.625, O118 1.633
115 O -2.9392 4.1256 -1.9446  P114 1.479
116 O -1.2745 2.2113 -2.3774  P114 1.625, C117 1.406
117 C -0.2236 3.1028 -2.6547  O116 1.406, H123 1.090, H124 1.090, H125 1.090
118 O -3.1929 2.6717 -4.0661  P114 1.633, C119 1.416
119 C -3.0149 1.4323 -4.7281  O118 1.416, H126 1.090, H127 1.090, H128 1.090
120 H -3.5668 0.6750 0.0806  C112 1.090
121 H -4.6174 2.0730 -0.0609  C112 1.090
122 H -2.8216 2.2912 0.0205  C112 1.090
123 H 0.2134 2.5912 -3.5122  C117 1.090
124 H 0.5309 3.1062 -1.8680  C117 1.090
125 H -0.5518 4.1085 -2.9173  C117 1.090
126 H -3.9162 0.8436 -4.8991  C119 1.090
127 H -2.3962 0.8052 -4.0862  C119 1.090
128 H -2.5361 1.6547 -5.6817  C119 1.090
129 C 4.1935 6.8687 0.2813  O130 1.451, H137 1.090, H138 1.090, H139 1.090
130 O 2.9470 7.0108 1.0111  C129 1.451, P131 1.616
131 P 2.8610 6.7181 2.5978  O130 1.616, O132 1.503, O133 1.636, O135 1.646
132 O 3.0490 5.2739 2.9711  P131 1.503
133 O 3.9455 7.7690 3.2279  P131 1.636, C134 1.394
134 C 3.6909 9.1399 3.2465  O133 1.394, H140 1.090, H141 1.090, H142 1.090
135 O 1.3619 7.2821 2.9786  P131 1.646, C136 1.397
136 C 0.8445 7.2950 4.2765  O135 1.397, H143 1.090, H144 1.090, H145 1.090
137 H 4.3087 7.6029 -0.5161  C129 1.090
138 H 4.2919 5.8290 -0.0308  C129 1.090
139 H 5.0528 6.9242 0.9496  C129 1.090
140 H 2.9373 9.4953 2.5437  C134 1.090
141 H 4.6340 9.6336 3.0122  C134 1.090
142 H 3.4686 9.4790 4.2583  C134 1.090
143 H -0.0175 6.6330 4.3604  C136 1.090
144 H 0.4272 8.2665 4.5416  C136 1.090
145 H 1.6209 7.0430 4.9988  C136 1.090

Properties
Total charge: +1
DFT total energy (eV): -135167.9293
Highest occupied orbital energy (spin up / spin down) (eV): -11.2 / -11.1
Expectation value of S²: 0.754
Multiplicity: 2
Maximum force (Eh/bohr): 0.0713
HOMO-LUMO gap (spin up / spin down) (eV): 8.36 / 1.72

Löwdin population analysis, charges in e, atoms 1 to 8: number 1, C, carries -0.21; number 2, O, carries -0.07; number 3, H, carries 0.06; number 4, H, carries 0.08; number 5, H, carries 0.05; number 6, H, carries 0.09; number 7, C, carries -0.15; number 8, O, carries -0.16



Record 2
Molecular formula: C25H90O25
Method: DFT, wB97M-V/def2-TZVPD

Each atom is followed by the atoms it is bonded to, with distances in Å.
Geometry (Å):
1 C 4.1188 0.2817 1.4186  O2 1.439, H3 1.090, H4 1.090, H5 1.090
2 O 3.3189 -0.9147 1.4387  C1 1.439, H6 0.960
3 H 5.1999 0.1491 1.3771  C1 1.090
4 H 3.7862 1.0091 0.6781  C1 1.090
5 H 3.8821 0.6911 2.4007  C1 1.090
6 H 2.4993 -0.6828 0.9958  O2 0.960
7 C -1.3107 -4.3823 -3.4931  O8 1.372, H9 1.090, H10 1.090, H11 1.090
8 O -2.0913 -5.2953 -4.1568  C7 1.372, H12 0.960
9 H -0.9438 -3.5281 -4.0622  C7 1.090
10 H -1.9902 -4.0033 -2.7298  C7 1.090
11 H -0.4507 -4.9481 -3.1347  C7 1.090
12 H -1.7177 -5.5967 -4.9882  O8 0.960
13 C 3.4301 -2.5274 -3.4918  O14 1.427, H15 1.090, H16 1.090, H17 1.090
14 O 4.4776 -1.8356 -4.1701  C13 1.427, H18 0.960
15 H 2.8945 -1.5950 -3.3134  C13 1.090
16 H 2.9002 -3.3100 -4.0348  C13 1.090
17 H 3.7270 -2.8522 -2.4946  C13 1.090
18 H 5.2528 -1.9884 -3.6249  O14 0.960
19 C 2.1217 -5.9549 -2.7400  O20 1.410, H21 1.090, H22 1.090, H23 1.090
20 O 1.8470 -6.1368 -4.1112  C19 1.410, H24 0.960
21 H 2.8039 -6.7905 -2.5837  C19 1.090
22 H 2.4696 -4.9836 -2.3883  C19 1.090
23 H 1.3334 -6.0756 -1.9970  C19 1.090
24 H 2.6411 -6.1126 -4.6501  O20 0.960
25 C 2.6409 2.3631 4.8488  O26 1.419, H27 1.090, H28 1.090, H29 1.090
26 O 2.9032 2.6686 6.2092  C25 1.419, H30 0.960
27 H 2.1345 1.4052 4.7299  C25 1.090
28 H 2.0240 3.1558 4.4256  C25 1.090
29 H 3.5166 2.4998 4.2143  C25 1.090
30 H 2.0397 2.5528 6.6124  O26 0.960
31 C -1.0479 0.6924 4.5450  O32 1.403, H33 1.090, H34 1.090, H35 1.090
32 O -0.7831 2.0552 4.7472  C31 1.403, H36 0.960
33 H -1.8676 0.3574 5.1805  C31 1.090
34 H -1.5022 0.6577 3.5547  C31 1.090
35 H -0.2592 -0.0581 4.5973  C31 1.090
36 H -1.5891 2.5446 4.5672  O32 0.960
37 C -5.6008 -2.2520 3.0317  O38 1.463, H39 1.090, H40 1.090, H41 1.090
38 O -5.3332 -1.1265 3.9273  C37 1.463, H42 0.960
39 H -5.1732 -3.1520 3.4736  C37 1.090
40 H -6.6607 -2.3135 2.7846  C37 1.090
41 H -5.0597 -1.9856 2.1238  C37 1.090
42 H -5.8753 -1.2296 4.7128  O38 0.960
43 C -2.4216 -2.4717 0.9119  O44 1.420, H45 1.090, H46 1.090, H47 1.090
44 O -1.1111 -3.0098 1.0102  C43 1.420, H48 0.960
45 H -2.9693 -3.0467 1.6586  C43 1.090
46 H -2.6375 -1.4468 1.2136  C43 1.090
47 H -2.8829 -2.8317 -0.0077  C43 1.090
48 H -0.7869 -3.2003 1.8935  O44 0.960
49 C 0.8112 2.7538 -7.3882  O50 1.448, H51 1.090, H52 1.090, H53 1.090
50 O -0.2570 1.7868 -7.2462  C49 1.448, H54 0.960
51 H 1.1345 3.0902 -8.3733  C49 1.090
52 H 0.4177 3.6485 -6.9056  C49 1.090
53 H 1.6676 2.4290 -6.7972  C49 1.090
54 H -0.1189 1.3278 -6.4144  O50 0.960
55 C -4.7680 1.3816 1.4006  O56 1.442, H57 1.090, H58 1.090, H59 1.090
56 O -3.9545 0.5175 2.2199  C55 1.442, H60 0.960
57 H -5.8041 1.0853 1.5647  C55 1.090
58 H -4.6084 2.3405 1.8937  C55 1.090
59 H -4.5951 1.3793 0.3244  C55 1.090
60 H -4.4015 -0.1880 2.6933  O56 0.960
61 C 2.0188 3.8962 -3.8352  O62 1.390, H63 1.090, H64 1.090, H65 1.090
62 O 2.6977 4.9896 -4.3609  C61 1.390, H66 0.960
63 H 1.5395 4.1564 -2.8914  C61 1.090
64 H 1.2285 3.6263 -4.5357  C61 1.090
65 H 2.7023 3.0956 -3.5526  C61 1.090
66 H 2.0802 5.7136 -4.2342  O62 0.960
67 C -1.6535 0.9225 -4.3416  O68 1.426, H69 1.090, H70 1.090, H71 1.090
68 O -0.2529 1.1269 -4.5184  C67 1.426, H72 0.960
69 H -2.0850 0.7756 -5.3317  C67 1.090
70 H -1.7161 -0.0368 -3.8280  C67 1.090
71 H -2.2283 1.5557 -3.6657  C67 1.090
72 H 0.2220 0.2963 -4.4391  O68 0.960
73 C -2.5746 5.2827 5.3769  O74 1.443, H75 1.090, H76 1.090, H77 1.090
74 O -2.5728 4.4591 4.1915  C73 1.443, H78 0.960
75 H -2.1851 6.2909 5.2352  C73 1.090
76 H -3.5281 5.2111 5.9001  C73 1.090
77 H -1.9420 4.8271 6.1387  C73 1.090
78 H -2.2529 5.0034 3.4684  O74 0.960
79 C 0.5605 -1.6231 -6.0346  O80 1.425, H81 1.090, H82 1.090, H83 1.090
80 O 1.5144 -0.6795 -5.5558  C79 1.425, H84 0.960
81 H -0.4287 -1.5895 -5.5780  C79 1.090
82 H 0.3815 -1.4240 -7.0912  C79 1.090
83 H 0.9196 -2.6480 -6.1280  C79 1.090
84 H 2.2890 -0.9271 -6.0660  O80 0.960
85 C 5.9053 -1.4623 -0.7550  O86 1.415, H87 1.090, H88 1.090, H89 1.090
86 O 6.1071 -2.0977 -2.0033  C85 1.415, H90 0.960
87 H 6.6452 -0.6776 -0.5970  C85 1.090
88 H 4.9188 -1.0029 -0.6923  C85 1.090
89 H 6.0398 -2.1345 0.0924  C85 1.090
90 H 6.8697 -2.6619 -1.8559  O86 0.960
91 C 0.3628 5.4179 0.6870  C92 1.554, O94 1.404, H95 1.090, H96 1.090
92 C 0.4632 5.6635 2.2186  C91 1.554, O93 1.401, H97 1.090, H98 1.090
93 O -0.7800 6.0139 2.7612  C92 1.401, H99 0.960
94 O 0.0873 6.6528 0.0776  C91 1.404, H100 0.960
95 H -0.4362 4.6989 0.5061  C91 1.090
96 H 1.3353 5.0456 0.3646  C91 1.090
97 H 1.3438 6.2404 2.5012  C92 1.090
98 H 0.5404 4.7142 2.7487  C92 1.090
99 H -1.1369 6.7545 2.2656  O93 0.960
100 H -0.2820 6.4608 -0.7875  O94 0.960
101 C -0.0759 -0.2331 0.2533  C102 1.539, O104 1.459, H105 1.090, H106 1.090
102 C -0.4935 1.1194 -0.3511  C101 1.539, O103 1.401, H107 1.090, H108 1.090
103 O 0.6089 1.8326 -0.8400  C102 1.401, H109 0.960
104 O 0.2573 -1.2573 -0.7304  C101 1.459, H110 0.960
105 H -0.9766 -0.4821 0.8145  C101 1.090
106 H 0.7019 -0.0798 1.0013  C101 1.090
107 H -1.0002 1.7030 0.4175  C102 1.090
108 H -1.2602 0.9801 -1.1133  C102 1.090
109 H 0.9125 1.2615 -1.5494  O103 0.960
110 H -0.1589 -2.0884 -0.4900  O104 0.960
111 C -2.5186 5.5542 -2.8866  C112 1.583, O114 1.389, H115 1.090, H116 1.090
112 C -3.3734 5.0075 -1.6713  C111 1.583, O113 1.410, H117 1.090, H118 1.090
113 O -3.7424 6.0770 -0.8304  C112 1.410, H119 0.960
114 O -1.3447 6.1128 -2.3977  C111 1.389, H120 0.960
115 H -3.0205 6.3855 -3.3817  C111 1.090
116 H -2.4173 4.7560 -3.6220  C111 1.090
117 H -2.8386 4.3229 -1.0129  C112 1.090
118 H -4.2332 4.3683 -1.8719  C112 1.090
119 H -2.9212 6.5036 -0.5749  O113 0.960
120 H -0.6804 6.2648 -3.0738  O114 0.960
121 C 2.4115 -4.4001 0.8713  C122 1.579, O124 1.398, H125 1.090, H126 1.090
122 C 1.8717 -4.3013 2.3522  C121 1.579, O123 1.406, H127 1.090, H128 1.090
123 O 0.5229 -4.5997 2.6142  C122 1.406, H129 0.960
124 O 3.6561 -3.7678 0.8043  C121 1.398, H130 0.960
125 H 1.7373 -3.8571 0.2089  C121 1.090
126 H 2.6003 -5.3783 0.4290  C121 1.090
127 H 2.0238 -3.3736 2.9038  C122 1.090
128 H 2.5375 -4.9130 2.9610  C122 1.090
129 H 0.4117 -5.4780 2.9854  O123 0.960
130 H 3.6587 -2.8102 0.8719  O124 0.960
131 C -2.2016 -4.9896 5.3898  C132 1.552, O134 1.459, H135 1.090, H136 1.090
132 C -1.0783 -5.5335 6.3119  C131 1.552, O133 1.393, H137 1.090, H138 1.090
133 O 0.0757 -5.8571 5.6020  C132 1.393, H139 0.960
134 O -1.5889 -3.7927 4.8225  C131 1.459, H140 0.960
135 H -3.0237 -4.6516 6.0207  C131 1.090
136 H -2.5674 -5.7345 4.6831  C131 1.090
137 H -1.3638 -6.4716 6.7878  C132 1.090
138 H -0.7919 -4.8772 7.1337  C132 1.090
139 H 0.7297 -6.1814 6.2254  O133 0.960
140 H -1.1841 -4.0636 3.9953  O134 0.960

Properties
Total charge: 0
DFT total energy (eV): -78559.0771
Highest occupied orbital energy (eV): -9.5
Maximum force (Eh/bohr): 0.0561
HOMO-LUMO gap (eV): 9.82

Löwdin population analysis, charges in e, atoms 1 to 8: number 1, C, carries -0.12; number 2, O, carries -0.13; number 3, H, carries 0.08; number 4, H, carries 0.09; number 5, H, carries 0.07; number 6, H, carries 0.05; number 7, C, carries -0.17; number 8, O, carries -0.11